# H3S3

A 2-piece molecular cluster, H3S3 overall (ωB97M-V/def2-TZVPD, the Open Molecules 2025 dataset).

F_max	0.0154	Eh/bohr
Kohn-Sham gap (alpha / beta)	9.5 / 7.2	eV
spin multiplicity	2
energy above the lowest of the compared OMol25 structures with the same formula, charge and spin	12.0	kJ/mol
HOMO energy (alpha / beta)	-9.150 / -9.494	eV

Geometry (Å):
S (1.0450, -0.2813, -1.7871)
S (-1.3921, 0.1314, 0.5572)
S (-0.1195, 0.0898, 2.0883)
H (0.2656, -0.1956, -0.6760)
H (0.2951, -1.1593, -2.4581)
H (-0.0942, 1.4149, 2.2756)

# H40O20

A 20-piece molecular cluster, H40O20 overall (ωB97M-V/def2-TZVPD, the Open Molecules 2025 dataset).

F_max	0.2650	Eh/bohr
Kohn-Sham gap	9.6	eV
energy above the lowest of the compared OMol25 structures with the same formula, charge and spin	927.4	kJ/mol
HOMO energy	-10.069	eV

Geometry (Å):
O (-2.6957, -0.6200, -0.7985)
O (-3.9043, 2.7862, -2.7731)
O (-4.2304, 1.0460, 0.6392)
O (0.3696, 0.7057, -1.0960)
O (-1.8061, 2.2435, 1.1693)
O (4.4318, 0.6798, -1.3530)
O (1.4002, 4.5795, 1.4658)
O (-3.7305, -2.8804, -0.7820)
O (3.8392, -1.7752, 3.6598)
O (-1.5990, -1.2922, -5.0064)
O (2.8767, -1.1657, -2.9543)
O (-0.7421, -3.6331, 3.2630)
O (1.5656, -1.9910, -5.0124)
O (2.6864, 1.2251, 3.3655)
O (-0.4979, -0.7852, 1.8461)
O (1.0442, 5.1133, -1.7415)
O (-0.4141, -5.5214, 0.8724)
O (0.5161, -2.5712, -0.9811)
O (-0.9190, 0.7817, 3.8982)
O (4.1121, 2.8949, 0.7207)
H (-2.6917, -1.1665, -0.0761)
H (3.5051, 0.3630, -1.4543)
H (3.5264, -2.5441, 4.2649)
H (-2.0481, -1.6650, -4.2017)
H (1.3009, 5.4062, 1.2407)
H (-0.4531, 1.0026, -1.0430)
H (-4.7546, 2.2920, -2.9204)
H (-1.2697, -5.9551, 1.1406)
H (0.6000, 5.6969, -2.2887)
H (-4.5259, 1.9028, 0.9532)
H (-0.9537, 2.1122, 0.6160)
H (-0.3349, 0.1013, 1.6983)
H (-2.9149, -3.2518, -1.1816)
H (0.5638, 0.0949, -1.6484)
H (3.8753, 3.7113, 1.2477)
H (3.8845, 2.1937, 1.3968)
H (0.5437, 4.2338, 1.5399)
H (0.2465, -3.6411, -0.9516)
H (-0.4220, -4.6550, 1.1818)
H (0.6763, 4.1725, -1.6187)
H (-0.5007, -0.7267, 2.8424)
H (-3.9965, 3.1563, -1.8788)
H (-4.1587, -3.5482, -0.2146)
H (2.2230, 1.9955, 2.9971)
H (3.2206, -1.7972, -2.3165)
H (-1.6210, 1.1512, 3.7442)
H (-1.7700, 1.7178, 1.8546)
H (-2.0800, -0.5919, -5.3499)
H (4.0121, -1.0213, 4.1974)
H (4.3601, 1.6759, -1.4605)
H (0.8672, -2.3332, -0.0992)
H (2.2336, -1.3284, -5.1489)
H (-0.4418, 1.1084, 4.5762)
H (-3.3363, 0.5458, 0.8913)
H (-3.6093, -0.6598, -1.2640)
H (-1.5475, -3.3235, 2.6965)
H (0.1012, -3.4768, 2.9336)
H (0.6510, -1.6820, -4.6812)
H (2.2190, -1.7233, -3.2444)
H (2.5172, 0.6364, 2.6277)

# H41O20

A 20-piece molecular cluster, H41O20 overall (ωB97M-V/def2-TZVPD, the Open Molecules 2025 dataset).

F_max	0.1612	Eh/bohr
total charge	+1
Kohn-Sham gap	10.1	eV
energy above the lowest of the compared OMol25 structures with the same formula, charge and spin	710.7	kJ/mol
HOMO energy	-13.276	eV

Geometry (Å):
O (-0.5107, -0.9091, -4.5384)
O (1.1448, -0.1282, -0.9263)
O (5.1395, 0.2122, 1.7889)
O (3.1587, -1.4371, -4.3069)
O (3.2185, 1.9045, 1.5286)
O (0.5917, 3.1009, 4.7455)
O (-2.1031, -1.4611, 2.4219)
O (-4.7379, 0.1751, -0.3923)
O (-3.0811, 1.9549, 2.8167)
O (-1.9723, -3.7679, -1.7635)
O (0.3457, -4.9715, -1.2198)
O (2.0198, 4.6214, -1.0302)
O (1.0867, -1.5098, 2.7941)
O (-0.1737, 1.4379, 1.5331)
O (-1.2391, 5.4127, 0.1580)
O (0.3945, -2.4006, -0.1147)
O (3.1172, 1.5887, -1.5235)
O (-3.2452, -1.1975, -2.4643)
O (-1.1167, 0.5362, -1.5560)
O (-2.1979, -4.0125, 2.0390)
H (-4.8867, 0.8955, 0.2154)
H (-2.4210, -2.9949, -2.2279)
H (-1.2708, 5.0074, -0.7553)
H (0.2609, 0.1905, -0.3558)
H (2.6725, -2.2080, -4.5246)
H (-4.1468, -1.3046, -2.0669)
H (-3.7919, 2.4555, 3.1696)
H (-2.5453, -0.6778, 2.2620)
H (0.2114, -2.2729, 0.7639)
H (0.9129, -3.3000, -0.3301)
H (-1.4314, -0.8443, -4.3837)
H (3.7358, 2.2139, -2.1535)
H (0.2906, -0.9744, 2.7766)
H (0.5864, -0.5473, -1.7895)
H (5.8316, 0.2445, 1.1982)
H (0.4086, 3.8700, 4.2836)
H (1.4775, 3.0640, 5.0051)
H (3.9479, 1.3206, 1.2895)
H (-3.9659, -0.0476, 0.2552)
H (1.4286, -1.5134, 3.6149)
H (3.5826, 2.6168, 1.8668)
H (2.3117, 4.1536, -0.2779)
H (1.6461, 0.7356, -1.2929)
H (0.7804, 1.2393, 1.8500)
H (-1.9991, -4.9473, 1.9177)
H (-3.3868, -0.2703, -2.4575)
H (-2.6166, -3.6968, -1.0827)
H (-1.9037, 0.8450, -0.8874)
H (4.5157, -0.4466, 1.1960)
H (-0.8593, 1.8233, 2.0750)
H (-0.2218, -1.5939, -3.9033)
H (-1.4234, -3.5251, 1.6012)
H (-0.3059, 5.2775, 0.4173)
H (-0.4587, -4.7270, -1.4928)
H (0.6305, -5.5436, -1.9999)
H (-1.2104, 1.2814, -1.9809)
H (-2.8111, -2.0976, 2.6420)
H (-2.3880, 2.5922, 2.6939)
H (1.9243, 3.8086, -1.5702)
H (3.6187, -0.9175, -4.9891)
H (3.4307, 1.6667, -0.5622)

# H41O20

A 20-piece molecular cluster, H41O20 overall (ωB97M-V/def2-TZVPD, the Open Molecules 2025 dataset).

F_max	0.0433	Eh/bohr
total charge	+2
Kohn-Sham gap (alpha / beta)	10.2 / 2.7	eV
spin multiplicity	2
energy above the lowest of the compared OMol25 structures with the same formula, charge and spin	0.0	kJ/mol
HOMO energy (alpha / beta)	-15.914 / -15.552	eV

Geometry (Å):
O (1.2895, -2.4579, 0.2188)
O (-2.6701, 2.4350, -3.6355)
O (-0.6767, -5.2922, 2.0247)
O (4.9859, 1.0635, 2.1363)
O (-4.1683, -0.6767, -2.3362)
O (-0.7043, -1.1719, -3.2077)
O (0.7707, -4.9300, -0.2402)
O (0.7611, -3.0792, 3.7803)
O (-1.2356, 0.8872, 2.5245)
O (-2.6545, -1.8941, 0.1337)
O (-2.7699, 1.7297, 4.2491)
O (1.4432, 4.5834, -1.6939)
O (0.9624, -3.4984, -2.7195)
O (0.4010, -0.8489, 2.0502)
O (-0.5343, 2.3421, -0.0680)
O (2.5739, 0.1760, 2.7223)
O (2.4047, 1.4452, -1.5051)
O (-0.0978, 1.2842, -4.8187)
O (1.6040, 2.9232, 2.8027)
O (-1.0660, 4.5238, -2.6037)
H (5.7370, 1.0625, 1.5418)
H (-0.3486, -0.0568, 2.0401)
H (0.0320, 2.1554, -5.2024)
H (-1.5046, 1.1202, 3.4662)
H (-1.3300, 2.7509, 0.2598)
H (2.1457, -2.4669, 0.6554)
H (0.3326, -1.2394, 1.1384)
H (0.4569, 4.6432, -2.0116)
H (-0.3110, 2.3654, -0.9939)
H (2.2683, 1.9516, -0.6944)
H (-2.6330, 1.2416, 5.0720)
H (2.2753, 1.0767, 2.9523)
H (-1.5957, -5.5807, 1.9820)
H (-0.7159, -4.4184, 2.4365)
H (-3.2695, 2.5122, 4.4822)
H (-0.1068, -4.5329, -0.3842)
H (3.0675, 0.3928, 1.9095)
H (-0.1865, -0.3834, -3.4091)
H (-4.1990, -0.3408, -1.4344)
H (-0.0662, -1.8967, -3.0880)
H (-1.6127, 5.3122, -2.5757)
H (-3.4849, 1.9730, -3.8746)
H (0.4596, -2.1967, 3.5837)
H (0.9566, -3.4417, -1.7597)
H (1.1211, -4.4404, -2.7538)
H (-5.0734, -0.9582, -2.4426)
H (1.5139, 1.3552, -1.8675)
H (-1.0336, 1.0962, -4.9414)
H (2.0628, 3.6366, 3.2457)
H (-2.2491, 1.6449, -3.3271)
H (0.6008, -5.2254, 0.6878)
H (0.6794, 3.1877, 2.8250)
H (-2.1059, -1.7508, -0.6524)
H (-1.9280, 1.1588, 1.9186)
H (-3.4925, -2.0771, -0.3105)
H (-0.7680, 4.3313, -3.4927)
H (0.5141, -3.3827, 4.6565)
H (1.8473, 4.9517, -2.5117)
H (1.0301, -3.4114, 0.0064)
H (5.0391, 0.3867, 2.8005)
H (1.3983, -0.5148, 2.1812)

# H42O21

A 21-piece molecular cluster, H42O21 overall (ωB97M-V/def2-TZVPD, the Open Molecules 2025 dataset).

F_max	0.0609	Eh/bohr
Kohn-Sham gap	10.2	eV
energy above the lowest of the compared OMol25 structures with the same formula, charge and spin	333.6	kJ/mol
HOMO energy	-10.256	eV

Geometry (Å):
O (2.0088, -3.8174, 1.5568)
O (-1.2608, 4.3624, -2.9181)
O (2.3019, 0.0182, -2.5736)
O (0.9028, 0.7601, 2.8717)
O (0.3687, 4.6484, -0.4479)
O (-3.4809, -0.6427, -0.7127)
O (-0.3608, -1.6358, 2.0209)
O (-0.1405, -3.5879, 3.9222)
O (0.7329, -0.5718, -4.9887)
O (1.4515, -1.5362, -0.7212)
O (3.3537, -0.1326, 1.8809)
O (-0.9037, 1.4905, 5.1563)
O (2.2377, 2.9993, -1.7814)
O (-1.0710, 2.6744, 1.6095)
O (-1.2095, -0.5795, -2.5487)
O (4.8134, -3.3136, 2.2307)
O (-0.8459, -3.4091, -2.5886)
O (-2.1837, -3.2670, -0.1070)
O (-2.5372, 1.7560, -0.5718)
O (0.2130, 1.0253, -0.6264)
O (-4.0539, 3.3292, -2.1887)
H (3.4216, -0.0857, 0.9033)
H (3.9593, -3.7211, 1.9687)
H (-0.3319, 1.4200, 5.9300)
H (1.6380, 2.2262, -1.8508)
H (-0.4708, 1.9947, 2.0112)
H (-0.3304, 1.6222, -0.1354)
H (0.7482, 0.9689, 3.7987)
H (-0.7803, -1.4296, -2.5152)
H (-0.0958, -0.8761, -4.6165)
H (1.7161, -0.1910, -3.3184)
H (-4.4406, -0.6427, -0.6488)
H (-1.4261, -3.7398, -1.8614)
H (-2.0771, -0.6573, -2.0887)
H (-0.4162, 3.3331, 1.4828)
H (-0.6062, -2.8161, 3.6434)
H (1.8703, -1.9040, 0.0957)
H (0.0703, -0.7612, 1.9064)
H (2.3043, -0.7687, -1.9913)
H (1.0097, 4.0418, -0.8305)
H (-1.1365, 3.4549, -3.1874)
H (-3.2253, 0.2776, -0.5244)
H (4.1125, -0.6774, 2.0620)
H (-2.7159, -3.9011, 0.4227)
H (-2.7076, -2.5150, -0.2576)
H (1.6414, -4.6656, 1.7064)
H (-2.0009, 2.1581, 0.1158)
H (1.2106, -1.2772, -5.3247)
H (-1.5484, 0.7543, 5.3758)
H (0.7787, 5.4878, -0.5833)
H (-4.6640, 4.1010, -2.2575)
H (0.9889, -0.7203, -0.5007)
H (1.3023, -3.1785, 1.9482)
H (0.2996, -3.4379, 4.7607)
H (-3.1755, 3.6806, -2.3564)
H (4.8032, -3.3048, 3.1722)
H (1.7806, 0.4847, 2.6611)
H (-0.6565, -1.9766, 1.1602)
H (-0.1586, 0.5798, -1.3905)
H (3.0398, 2.8374, -2.2913)
H (0.0623, -3.4932, -2.2315)
H (-3.3228, 2.3103, -0.7709)
H (-0.8065, 4.4376, -2.0662)

# H46O23

A 23-piece molecular cluster, H46O23 overall (ωB97M-V/def2-TZVPD, the Open Molecules 2025 dataset).

F_max	0.0253	Eh/bohr
Kohn-Sham gap	9.1	eV
energy above the lowest of the compared OMol25 structures with the same formula, charge and spin	306.2	kJ/mol
HOMO energy	-10.035	eV

Geometry (Å):
O (8.1020, 8.1175, -22.1361)
O (11.7493, 2.8928, -19.5003)
O (5.6910, 2.2435, -17.4274)
O (6.7713, 3.3119, -19.6662)
O (9.4091, 2.8097, -25.0177)
O (10.1613, 9.6313, -21.4076)
O (12.6907, 10.1609, -21.1025)
O (6.0277, 6.7533, -16.1902)
O (12.2459, 5.9268, -21.0324)
O (9.3331, 5.9478, -20.5469)
O (9.4490, 2.4471, -21.8195)
O (10.6077, 5.8357, -23.1990)
O (8.6041, 2.1931, -16.0702)
O (8.2646, 6.7601, -18.0714)
O (14.1883, 5.4771, -23.3568)
O (9.7368, 9.3963, -15.4519)
O (14.7905, 4.4732, -20.7322)
O (4.1380, 4.9593, -22.5561)
O (11.8657, 3.5851, -23.0874)
O (14.8539, 8.2560, -22.3212)
O (9.7443, 1.2835, -18.3972)
O (3.5723, 4.8292, -19.7207)
O (13.4761, 8.9878, -18.6128)
H (14.1155, 8.0594, -21.7447)
H (14.4854, 5.1040, -24.1867)
H (10.2648, 2.9478, -21.8113)
H (14.5360, 8.9601, -22.8865)
H (4.3770, 4.7123, -19.2158)
H (12.7405, 10.3982, -22.0285)
H (10.3358, 9.6393, -22.3488)
H (9.6761, 3.2237, -25.8384)
H (9.9034, 6.2879, -22.7344)
H (10.4122, 1.9400, -18.5951)
H (8.0183, 7.5222, -18.5956)
H (8.8306, 3.0036, -22.2928)
H (5.0951, 6.7757, -15.9757)
H (9.0064, 5.8757, -19.6501)
H (10.6271, 6.2462, -24.0635)
H (7.6231, 8.2004, -22.9608)
H (15.1790, 5.2506, -20.3310)
H (14.5589, 6.3595, -23.3441)
H (9.4765, 0.9481, -19.2527)
H (9.5447, 8.9096, -21.2841)
H (7.8893, 7.2386, -21.8223)
H (12.5728, 8.7946, -18.8637)
H (13.1317, 5.5652, -21.0625)
H (12.4236, 2.3390, -19.1067)
H (13.8140, 9.5260, -19.3287)
H (7.5159, 6.6144, -17.4932)
H (6.1379, 2.6040, -18.1933)
H (12.6645, 4.0608, -22.8599)
H (10.5827, 9.0787, -15.1360)
H (7.6688, 2.3658, -16.1782)
H (8.9226, 2.0323, -16.9584)
H (4.9368, 4.4727, -22.3529)
H (2.8805, 4.8809, -19.0612)
H (14.8594, 4.6294, -21.6741)
H (6.4299, 6.2781, -15.4631)
H (7.6261, 3.7144, -19.8196)
H (5.7224, 2.9463, -16.7784)
H (11.9606, 5.9392, -21.9461)
H (10.2779, 5.8148, -20.4695)
H (11.2312, 4.2695, -23.3002)
H (6.5237, 2.9436, -20.5143)
H (9.8071, 9.3579, -16.4057)
H (11.7571, 10.0266, -20.9391)
H (3.9063, 5.3937, -21.7353)
H (12.2379, 3.5542, -19.9903)
H (8.7938, 3.4292, -24.6254)

# H4I2Si2

A 2-piece molecular cluster, H4I2Si2 overall (ωB97M-V/def2-TZVPD, the Open Molecules 2025 dataset).

F_max	0.0509	Eh/bohr
Kohn-Sham gap (alpha / beta)	6.1 / 7.0	eV
energy above the lowest of the compared OMol25 structures with the same formula, charge and spin	298.1	kJ/mol
HOMO energy (alpha / beta)	-7.882 / -8.061	eV

Geometry (Å):
I (-1.5602, 2.0663, -1.9899)
I (-1.9754, 2.1961, 2.2561)
Si (-1.6135, 0.8240, 0.2703)
Si (1.8509, -1.0094, -0.1149)
H (0.6829, -1.8434, 0.1370)
H (2.8159, -1.1985, 0.9740)
H (2.3590, -0.8739, -1.4580)
H (-2.5596, -0.1612, -0.0745)